Model A:
Computed, not measured: a 2-piece molecular cluster, C5H8 overall, with wB97M-V/def2-TZVPD.

CARTESIAN COORDINATES (ANGSTROEM)
1 C 1.12044 -0.48440 0.71594
2 C -0.14602 -0.50957 -0.12779
3 H 0.39048 -2.59452 0.51834
4 H -0.13320 0.01272 -1.06305
5 C 0.73026 -1.73374 -0.04817
6 C -1.04041 2.28728 -0.90029
7 H -1.08363 -0.58592 0.37329
8 H 0.99557 -0.47816 1.79777
9 H -2.01070 1.51192 1.02516
10 H -0.60191 2.65175 -1.81484
11 H 1.98043 0.06303 0.33927
12 C -1.52097 1.83317 0.11339
13 H 1.31964 -1.97357 -0.92901

* 2S+1: 1
* HOMO-LUMO gap: 11.061 eV
* structure (SMILES): C1CC1.C#C
* E_HOMO: -0.36245 Eh

Here are the Mulliken charges for atoms 1 to 6, given in e: number 1, C, carries -0.342; number 2, C, carries -0.524; number 3, H, carries 0.233; number 4, H, carries 0.185; number 5, C, carries -0.483; number 6, C, carries -0.494

---

Model B:
Computed, not measured: a 2-piece molecular cluster, C5H8 overall, with wB97M-V/def2-TZVPD.

CARTESIAN COORDINATES (ANGSTROEM)
1 C 1.51089 -1.05627 -0.23999
2 H -0.93094 -1.30817 1.17394
3 H -2.01844 0.98161 -1.28224
4 H 0.51927 1.52419 1.01078
5 C -1.93742 -0.07537 -0.27430
6 H 2.71015 -0.65461 -0.24864
7 H -3.19720 -0.27673 -0.01768
8 C -0.89298 -0.48694 0.40218
9 H -0.08268 1.63415 -0.09050
10 C 0.48487 -0.05076 -0.00580
11 H 1.33414 -2.03470 -0.17816
12 C 0.80009 1.40779 0.10106
13 H 1.87300 1.70357 -0.26641

* 2S+1: 1
* HOMO-LUMO gap: 9.513 eV
* E_HOMO: -0.31506 Eh

Here are the Mulliken charges for atoms 1 to 6, given in e: number 1, C, carries -0.923; number 2, H, carries 0.312; number 3, H, carries 0.197; number 4, H, carries 0.588; number 5, C, carries -0.404; number 6, H, carries 0.118

---

Top of the stability list: model A, leading by 71.5 kcal/mol.

---

Model A:
Computed, not measured: an isolated ion of composition C4H12NS2 and charge +1, with wB97M-V/def2-TZVPD.

CARTESIAN COORDINATES (ANGSTROEM)
1 H -0.65276 0.19898 1.26421
2 H 0.20023 -2.34608 -0.27730
3 C 0.16522 -0.35760 0.80564
4 C 1.05155 0.73771 0.00587
5 H -0.99820 -0.59873 -1.44898
6 S -1.42402 -2.55795 1.55637
7 H 0.83170 1.43089 -2.36150
8 H 2.10064 0.57642 0.23515
9 H 0.84134 2.45656 1.23966
10 C 0.63901 2.16556 0.21451
11 H -2.26067 -0.69281 -0.28220
12 S 0.86312 0.23169 -1.79356
13 H 1.23572 2.81320 -0.42910
14 C -0.52791 -1.69160 0.20186
15 H -0.41517 2.32148 -0.00817
16 H -1.99651 -2.01026 -1.26006
17 N -1.53693 -1.23391 -0.77529
18 H 0.80089 -0.70156 1.61812
19 H -0.34898 -2.88307 2.26245

* 2S+1: 1
* HOMO-LUMO gap: 10.320 eV
* structure (SMILES): C[C@H](S)C[C@H]([NH3+])S
* charge: +1
* E_HOMO: -0.49995 Eh

Here are the Mulliken charges for atoms 1 to 6, given in e: number 1, H, carries 0.345; number 2, H, carries 0.378; number 3, C, carries -1.019; number 4, C, carries 0.432; number 5, H, carries 0.186; number 6, S, carries -0.145

---

Model B:
Computed, not measured: an isolated ion of composition C4H12NS2 and charge +1, with wB97M-V/def2-TZVPD.

CARTESIAN COORDINATES (ANGSTROEM)
1 H 2.33630 0.86704 -0.13936
2 H 1.89891 -1.61603 0.25147
3 H -0.70991 -1.01976 0.75288
4 H -3.62241 1.27064 0.97860
5 H 2.11266 -1.52651 -1.50281
6 H 2.00532 0.87811 -1.88306
7 H -2.90783 -0.33537 1.20329
8 H 0.33610 0.85369 2.85952
9 H 0.69655 -2.35175 -0.82754
10 C 1.37931 -1.51386 -0.69963
11 H 0.01771 -0.23856 -1.53803
12 C 1.55462 0.91081 -0.89416
13 C -0.24333 -0.08717 0.45996
14 C -2.98408 0.51198 0.53394
15 S 1.22758 0.28473 2.07161
16 H -3.38394 0.22128 -0.43200
17 N 0.63799 -0.23701 -0.71776
18 H 1.00714 1.84383 -0.77537
19 S -1.35869 1.28390 0.29844

* 2S+1: 1
* HOMO-LUMO gap: 9.249 eV
* structure (SMILES): CS[C@H](S)[NH+](C)C
* charge: +1
* E_HOMO: -0.48309 Eh

Here are the Mulliken charges for atoms 1 to 6, given in e: number 1, H, carries 0.469; number 2, H, carries 0.372; number 3, H, carries 0.527; number 4, H, carries 0.356; number 5, H, carries 0.361; number 6, H, carries 0.371

---

Top of the stability list: model A, leading by 20.7 kcal/mol.

---

Model A:
Computed, not measured: a 2-piece molecular cluster, C5H2N overall, with wB97M-V/def2-TZVPD.

CARTESIAN COORDINATES (ANGSTROEM)
1 C 0.86389 1.52601 -0.59088
2 C -0.47824 -0.42121 -0.14232
3 H -2.12334 -1.88805 0.36720
4 H 1.52268 2.40451 -0.67487
5 C -1.16053 -1.36814 0.21638
6 C 3.16623 0.84738 0.38457
7 C 3.46661 1.91142 0.74048
8 N 0.29260 0.54701 -0.33793

* 2S+1: 1
* HOMO-LUMO gap (spin up / spin down): 8.357 / 8.136 eV
* charge: +1
* E_HOMO (spin up / spin down): -0.58015 / -0.58119 Eh

Here are the Mulliken charges for atoms 1 to 6, given in e: number 1, C, carries 0.257; number 2, C, carries 0.384; number 3, H, carries 0.364; number 4, H, carries 0.459; number 5, C, carries -0.436; number 6, C, carries -0.008

---

Model B:
Computed, not measured: C5H2N as an isolated structure, with wB97M-V/def2-TZVPD.

CARTESIAN COORDINATES (ANGSTROEM)
1 C 1.72339 -0.47817 0.22614
2 N -0.59125 -1.74072 -0.11521
3 C -1.09289 0.79497 0.07671
4 H 1.37745 -1.05818 -0.41183
5 C 1.32877 0.76081 0.09715
6 C 0.11213 1.14601 -0.01241
7 H -2.03944 1.22702 0.17959
8 C -0.81816 -0.65175 -0.04014

* 2S+1: 1
* HOMO-LUMO gap (spin up / spin down): 8.398 / 8.396 eV
* charge: +1
* E_HOMO (spin up / spin down): -0.62313 / -0.62323 Eh

Here are the Mulliken charges for atoms 1 to 6, given in e: number 1, C, carries -0.307; number 2, N, carries -0.242; number 3, C, carries -0.370; number 4, H, carries 0.488; number 5, C, carries 0.024; number 6, C, carries 0.597

---

Top of the stability list: model B, leading by 81.7 kcal/mol.